(1)
58
Properties=species:S:1:pos:R:3:mulliken_charge:R:1 method="wB97M-V/def2-TZVPD" de_lowest_kcal_mol=32.6 orbital_gap_ev=9.17 e_tot_ev=-32893.95241 smiles="COc1ccccc1CN1CCNC(=O)[C@H]1CC(=O)NC1CCCCCC1"
C -3.3568 -2.0233 2.8248 -1.027
O -3.4554 -1.0006 1.8648 -0.378
C -3.8655 -1.3260 0.6003 0.807
C -4.2710 -2.5981 0.2150 -0.678
C -4.6642 -2.8397 -1.0905 -0.641
C -4.6581 -1.8213 -2.0244 -0.908
C -4.2583 -0.5527 -1.6422 -0.142
C -3.8591 -0.2894 -0.3429 -0.067
C -3.4354 1.1055 0.0426 -0.918
N -2.4507 1.6429 -0.8948 0.050
C -2.5703 3.0673 -1.1026 -0.812
C -2.2995 3.8707 0.1791 -0.550
N -1.2090 3.2772 0.9232 -0.077
C -0.6534 2.0639 0.7420 0.359
O 0.1572 1.6339 1.5472 -0.802
C -1.0729 1.3294 -0.5337 0.015
C -0.8230 -0.1822 -0.4546 -0.823
C 0.6002 -0.5424 -0.8816 -0.073
O 0.8451 -1.0278 -1.9694 -0.716
N 1.5272 -0.2929 0.0566 -0.012
C 2.9495 -0.4673 -0.1679 -0.207
C 3.5470 -1.2670 0.9952 -0.757
C 4.7422 -2.1434 0.6149 -0.867
C 5.7387 -1.5012 -0.3543 -0.639
C 5.9990 -0.0128 -0.1139 -0.697
C 5.0226 0.8859 -0.8723 -0.896
C 3.6043 0.9119 -0.3094 -0.676
H -4.3345 -2.4629 3.0477 0.358
H -2.9655 -1.5460 3.7223 0.271
H -2.6668 -2.8105 2.5046 0.406
H -4.2820 -3.4109 0.9238 0.424
H -4.9738 -3.8351 -1.3721 0.384
H -4.9610 -2.0124 -3.0423 0.395
H -4.2328 0.2538 -2.3588 0.351
H -3.0660 1.0995 1.0754 0.546
H -4.3221 1.7463 0.0037 0.666
H -3.5729 3.2953 -1.4712 0.453
H -1.8523 3.3512 -1.8767 0.394
H -2.0463 4.9073 -0.0661 0.386
H -3.1969 3.8817 0.8120 0.297
H -0.9360 3.7492 1.7762 0.285
H -0.4431 1.7290 -1.3427 0.547
H -1.5024 -0.6733 -1.1499 0.411
H -1.0099 -0.5438 0.5568 0.395
H 1.2429 0.2402 0.8731 0.425
H 3.0358 -1.0260 -1.1049 0.507
H 2.7685 -1.9154 1.4033 0.472
H 3.8322 -0.5715 1.7870 0.320
H 5.2620 -2.4185 1.5360 0.352
H 4.3780 -3.0671 0.1603 0.337
H 5.3834 -1.6272 -1.3785 0.324
H 6.6802 -2.0501 -0.2754 0.367
H 5.9651 0.2095 0.9534 0.353
H 7.0071 0.2239 -0.4635 0.331
H 4.9860 0.5592 -1.9142 0.344
H 5.4060 1.9098 -0.8647 0.378
H 2.9836 1.5166 -0.9761 0.329
H 3.6032 1.3978 0.6701 0.325

(2)
48
Properties=species:S:1:pos:R:3:mulliken_charge:R:1 method="wB97M-V/def2-TZVPD" de_lowest_kcal_mol=438.3 orbital_gap_ev=5.41 e_tot_ev=-36765.76862
C -1.1521 -2.9598 0.2069 0.522
O -1.6024 -1.8842 0.5348 -0.585
N -0.0711 -3.1143 -0.5418 -0.330
N -1.9432 -3.9991 0.1813 -0.504
H 0.3484 -2.2568 -0.8718 -0.028
H 0.1407 -4.0464 -0.8681 0.243
H -1.6613 -4.7214 -0.4660 0.149
H -2.8980 -3.8377 0.4684 0.268
C 0.5861 -0.0594 -0.0250 0.172
O 1.1853 0.9768 -0.2165 -0.952
N 1.0991 -0.9837 0.6069 -0.449
N -0.6724 -0.2468 -0.2189 -0.447
H 2.0907 -0.9203 0.7882 0.362
H 0.5144 -1.8007 0.7105 0.214
H -1.0894 -1.1351 0.0199 1.030
H -1.2348 0.4488 -0.6880 0.263
C 3.9767 -0.3439 2.4428 0.667
O 4.1739 0.6387 1.6623 -0.639
N 4.8835 -0.6400 3.3535 -0.446
N 2.9185 -1.1012 2.4911 -0.480
H 4.5624 -1.2779 4.0677 0.156
H 5.7964 -0.2149 3.2758 0.265
H 3.1166 -2.0085 2.8882 0.186
H 2.0601 -0.8167 2.0413 0.429
C 2.7234 1.8818 -1.8718 0.196
O 3.5728 2.5214 -2.4307 -0.815
N 2.6795 2.0075 -0.5819 -0.232
N 1.8635 1.1485 -2.3787 -0.279
H 1.9075 1.6086 -0.0671 0.624
H 3.2956 2.7545 -0.2948 0.155
H 2.0698 0.8600 -3.3244 0.216
H 1.3915 0.5690 -1.6994 0.363
C -2.2760 0.7924 -2.0616 0.131
O -1.1981 1.3310 -1.7809 -0.555
N -3.0653 1.1024 -3.0519 -0.445
N -2.6194 -0.2866 -1.4447 -0.271
H -2.7967 1.9023 -3.6070 0.298
H -4.0221 0.7803 -3.0215 0.168
H -1.9868 -0.7202 -0.7875 -0.045
H -3.5641 -0.6334 -1.5304 0.246
C -2.5716 1.9066 0.8024 0.918
O -1.7308 0.9763 0.8512 -0.583
N -2.2460 3.1921 0.7903 -0.510
N -3.8491 1.8319 1.0131 -0.517
H -1.2476 3.3245 0.7134 0.272
H -2.8746 3.8159 1.2759 0.182
H -4.4724 2.6222 1.0981 0.188
H -4.1109 1.0151 1.5465 0.231

(3)
22
Properties=species:S:1:pos:R:3:mulliken_charge:R:1 method="wB97M-V/def2-TZVPD" de_lowest_kcal_mol=26.3 orbital_gap_ev=10.49 e_tot_ev=-8401.53627 total_charge=+1 smiles=NCCCCC[NH3+]
N 0.6889 0.3420 -2.1120 -0.587
C 1.5201 1.0622 -1.1088 -0.631
C 1.5148 0.4311 0.3123 -0.703
C 0.3667 0.8637 1.3300 -0.753
C -0.7981 -0.1536 1.6170 -0.750
C -1.7996 -0.5162 0.4971 -0.489
N -1.3168 -1.7652 -0.2479 -0.322
H 0.0188 0.9879 -2.5054 0.259
H 1.2217 0.1165 -2.9279 0.231
H 1.1185 2.0897 -1.0488 0.300
H 2.5376 1.1185 -1.4065 0.401
H 2.4492 0.8123 0.7787 0.335
H 1.5737 -0.6056 0.3560 0.456
H 0.7969 1.0151 2.3309 0.333
H -0.1078 1.6857 0.9198 0.428
H -1.4112 0.3345 2.3573 0.338
H -0.3344 -1.0524 2.0364 0.433
H -2.7033 -0.8129 0.9781 0.425
H -1.7035 0.2864 -0.2427 0.284
H -0.6629 -1.3642 -1.0290 0.298
H -2.0476 -2.2238 -0.7514 0.368
H -0.7935 -2.3884 0.3823 0.348

(4)
76
Properties=species:S:1:pos:R:3:mulliken_charge:R:1 method="wB97M-V/def2-TZVPD" spin_multiplicity=2 de_lowest_kcal_mol=10.9 orbital_gap_ev="6.43 / 6.45" e_tot_ev=-84209.72132 total_charge=+2 s_squared=0.76
Re 0.5879 -0.5219 -0.9416 0.349
C -0.2095 3.5035 0.9352 -1.999
C -0.1928 2.3587 -0.0285 1.191
N 0.4704 1.2604 0.2369 1.302
N 1.1081 1.2800 1.4854 -0.900
C 1.8073 0.2514 1.7867 0.037
S 2.0614 -1.1236 0.7068 -0.108
S 2.7083 0.3420 3.3088 -0.123
C 2.0115 -1.0276 4.3114 -1.068
C 1.8857 -2.3398 3.6063 -0.104
C 0.6234 -2.8362 3.2860 0.104
C 0.4903 -4.0181 2.5713 -0.798
C 1.6224 -4.7202 2.1865 -0.513
C 2.8838 -4.2510 2.5367 -0.651
C 3.0163 -3.0679 3.2404 0.017
C -0.9566 2.5103 -1.2761 1.019
C -1.7523 3.6568 -1.4419 -1.664
C -2.5001 3.8756 -2.5819 -1.079
C -2.4705 2.9511 -3.6192 -0.479
C -1.6892 1.8181 -3.5060 -0.585
C -0.9380 1.5956 -2.3530 0.780
O -0.2141 0.4689 -2.3402 -0.555
H 0.4836 3.3530 1.7508 0.409
H -1.2170 3.6177 1.3456 0.360
H 0.0301 4.4265 0.4091 0.531
H 1.0546 -0.7042 4.7199 0.403
H 2.7111 -1.0876 5.1473 0.544
H -0.2644 -2.3116 3.6250 0.546
H -0.4951 -4.4032 2.3430 0.464
H 1.5242 -5.6534 1.6477 0.459
H 3.7661 -4.8156 2.2651 0.430
H 4.0009 -2.6990 3.5021 0.398
H -1.7950 4.3997 -0.6592 0.424
H -3.0919 4.7761 -2.6676 0.454
H -3.0470 3.1194 -4.5187 0.452
H -1.6359 1.0899 -4.3027 0.515
N 3.2102 1.7683 -1.0706 -0.114
C 3.2825 0.8752 -2.0586 0.636
N 4.2813 1.0123 -2.9153 -0.766
C 4.3715 0.1052 -3.8834 0.293
N 5.3422 0.2148 -4.7781 -0.322
N 3.5282 -0.9559 -4.0067 -0.742
C 2.5739 -1.0042 -3.1250 -0.076
N 2.3498 -0.1150 -2.1340 0.187
C 1.6643 -2.1708 -3.1686 1.300
C 1.7784 -3.1389 -4.1505 -0.667
C 0.9363 -4.2390 -4.1019 -0.498
C 0.0190 -4.3385 -3.0675 -1.011
C -0.0461 -3.3242 -2.1296 0.071
N 0.7510 -2.2513 -2.1813 0.111
H 3.9235 2.4771 -1.0348 0.265
H 2.5085 1.7270 -0.3541 0.028
H 5.9930 0.9787 -4.7220 0.257
H 5.4279 -0.4706 -5.5083 0.249
H 2.5264 -3.0181 -4.9187 0.550
H 1.0006 -5.0107 -4.8566 0.478
H -0.6463 -5.1852 -2.9821 0.460
H -0.7492 -3.3678 -1.3102 0.471
N -1.4487 -0.0028 2.3550 0.197
C -2.0761 -0.1461 1.2060 0.401
S -1.4625 -1.2450 -0.0182 -0.656
N -3.2296 0.4507 0.9709 0.066
C -3.9349 1.3008 1.8841 0.123
C -4.2309 0.8567 3.1650 -0.273
C -4.9120 1.7035 4.0288 -0.597
C -5.3109 2.9636 3.6049 -0.509
C -5.0378 3.3809 2.3105 -0.688
C -4.3407 2.5530 1.4435 -0.394
H -0.5717 -0.4788 2.4943 -0.370
H -1.7920 0.6229 3.0716 0.344
H -3.5958 0.3455 0.0351 0.360
H -3.9685 -0.1468 3.4778 0.549
H -5.1503 1.3646 5.0276 0.416
H -5.8469 3.6149 4.2812 0.417
H -5.3714 4.3525 1.9722 0.416
H -4.1245 2.8676 0.4302 0.479

What did the second record say?
48
Properties=species:S:1:pos:R:3:mulliken_charge:R:1 method="wB97M-V/def2-TZVPD" de_lowest_kcal_mol=438.3 orbital_gap_ev=5.41 e_tot_ev=-36765.76862
C -1.1521 -2.9598 0.2069 0.522
O -1.6024 -1.8842 0.5348 -0.585
N -0.0711 -3.1143 -0.5418 -0.330
N -1.9432 -3.9991 0.1813 -0.504
H 0.3484 -2.2568 -0.8718 -0.028
H 0.1407 -4.0464 -0.8681 0.243
H -1.6613 -4.7214 -0.4660 0.149
H -2.8980 -3.8377 0.4684 0.268
C 0.5861 -0.0594 -0.0250 0.172
O 1.1853 0.9768 -0.2165 -0.952
N 1.0991 -0.9837 0.6069 -0.449
N -0.6724 -0.2468 -0.2189 -0.447
H 2.0907 -0.9203 0.7882 0.362
H 0.5144 -1.8007 0.7105 0.214
H -1.0894 -1.1351 0.0199 1.030
H -1.2348 0.4488 -0.6880 0.263
C 3.9767 -0.3439 2.4428 0.667
O 4.1739 0.6387 1.6623 -0.639
N 4.8835 -0.6400 3.3535 -0.446
N 2.9185 -1.1012 2.4911 -0.480
H 4.5624 -1.2779 4.0677 0.156
H 5.7964 -0.2149 3.2758 0.265
H 3.1166 -2.0085 2.8882 0.186
H 2.0601 -0.8167 2.0413 0.429
C 2.7234 1.8818 -1.8718 0.196
O 3.5728 2.5214 -2.4307 -0.815
N 2.6795 2.0075 -0.5819 -0.232
N 1.8635 1.1485 -2.3787 -0.279
H 1.9075 1.6086 -0.0671 0.624
H 3.2956 2.7545 -0.2948 0.155
H 2.0698 0.8600 -3.3244 0.216
H 1.3915 0.5690 -1.6994 0.363
C -2.2760 0.7924 -2.0616 0.131
O -1.1981 1.3310 -1.7809 -0.555
N -3.0653 1.1024 -3.0519 -0.445
N -2.6194 -0.2866 -1.4447 -0.271
H -2.7967 1.9023 -3.6070 0.298
H -4.0221 0.7803 -3.0215 0.168
H -1.9868 -0.7202 -0.7875 -0.045
H -3.5641 -0.6334 -1.5304 0.246
C -2.5716 1.9066 0.8024 0.918
O -1.7308 0.9763 0.8512 -0.583
N -2.2460 3.1921 0.7903 -0.510
N -3.8491 1.8319 1.0131 -0.517
H -1.2476 3.3245 0.7134 0.272
H -2.8746 3.8159 1.2759 0.182
H -4.4724 2.6222 1.0981 0.188
H -4.1109 1.0151 1.5465 0.231